[1]
172
Properties=species:S:1:pos:R:3 method="wB97M-V/def2-TZVPD" molar_mass_g_mol=1025.12 charge=-2 lumo_ev="3.630 / 3.630" energy_ev=-96136.98942 spin_multiplicity=2
O -10.1503 10.3752 -5.1504
C -9.8912 9.7102 -4.1741
O -9.9013 8.3700 -4.0324
B -9.4938 8.0546 -2.6226
O -9.1622 9.3020 -1.9480
C -9.5164 10.3282 -2.8420
O -9.3753 11.4917 -2.7032
O -8.2850 7.1779 -2.6411
C -8.5729 6.0157 -1.9694
O -7.7916 5.1323 -1.7285
C -10.0422 6.0803 -1.5882
O -10.4864 7.2636 -1.9097
O -10.6879 5.2507 -0.9686
C -8.5858 5.3073 2.8039
C -9.3247 3.9896 2.2924
C -9.3858 2.7789 3.3387
O -8.1841 2.6572 4.0548
C -7.9206 1.4016 4.4737
N -10.5542 4.2103 1.5902
H -9.0980 5.8289 3.6123
H -8.4831 5.9976 1.9665
H -7.6111 5.0452 3.2155
H -8.6953 3.6404 1.4739
H -9.5840 1.8875 2.7435
H -10.1303 3.0008 4.1033
H -8.5982 1.0132 5.2340
H -6.9887 1.4925 5.0317
H -7.6802 0.8158 3.5864
H -10.4003 4.7456 0.7476
H -10.5751 3.2989 1.1554
C -12.4098 14.5292 -4.7960
C -12.3335 13.8835 -6.1937
C -12.4799 14.8834 -7.3565
O -12.1079 14.3203 -8.5533
C -12.6306 15.0228 -9.6915
N -11.0802 13.1338 -6.4515
H -12.2098 13.7545 -4.0558
H -13.3655 15.0231 -4.6206
H -11.5676 15.2074 -4.6583
H -13.0931 13.1024 -6.2240
H -11.7154 15.6279 -7.1345
H -13.4685 15.3414 -7.3864
H -12.0648 14.6706 -10.5541
H -12.4520 16.0970 -9.6459
H -13.6873 14.7803 -9.8044
H -10.9742 13.2614 -7.4478
H -11.1941 12.1643 -6.1922
C -13.4700 10.5070 -2.8562
C -14.2109 10.4265 -4.1942
C -15.4778 11.2243 -4.5006
O -16.5334 10.8601 -3.5846
C -17.4163 9.8467 -4.0870
N -13.1533 10.6888 -5.0978
H -13.3781 11.5632 -2.6033
H -12.4794 10.0578 -2.7853
H -14.2105 10.2813 -2.0888
H -14.3448 9.3467 -4.2597
H -15.6656 11.0290 -5.5564
H -15.2737 12.2872 -4.3714
H -16.9582 8.9926 -4.5859
H -18.0648 10.3328 -4.8158
H -18.0924 9.4652 -3.3220
H -13.3418 10.4233 -6.0538
H -12.2200 10.3487 -4.9153
C -6.1582 8.2148 -5.5159
C -5.6989 9.3850 -4.5806
C -6.2513 10.8126 -4.9582
O -5.8191 11.1619 -6.2642
C -6.7369 12.1249 -6.7813
N -6.1567 9.1426 -3.1815
H -7.2409 8.2046 -5.6416
H -5.8746 7.2474 -5.1014
H -5.9022 8.3038 -6.5716
H -4.6098 9.3637 -4.6182
H -5.8794 11.5453 -4.2420
H -7.3228 10.9304 -4.7969
H -7.8134 12.0009 -6.6633
H -6.6481 12.1284 -7.8676
H -6.4568 13.0996 -6.3818
H -5.6777 8.2877 -2.9368
H -7.1109 8.8135 -3.1445
C -9.7605 5.6764 -5.8260
C -9.3658 5.2064 -7.2722
C -8.4052 3.9886 -7.3169
O -7.7112 3.8306 -8.5685
C -6.8376 2.7790 -8.8234
N -10.5419 5.0065 -8.0009
H -9.7757 4.8345 -5.1339
H -10.6950 6.2211 -5.6914
H -8.9483 6.3231 -5.4938
H -8.9596 6.0958 -7.7539
H -8.7819 2.9980 -7.0619
H -7.5770 4.1846 -6.6359
H -5.8142 2.9448 -8.4869
H -6.6786 2.8598 -9.8987
H -7.2479 1.8030 -8.5640
H -10.4844 4.4807 -8.8613
H -11.0359 5.8627 -8.2083
C -4.6325 1.3504 -2.0022
C -5.9762 2.0673 -2.4111
C -6.7335 1.4391 -3.6016
O -6.0560 0.9448 -4.7714
C -5.3620 1.9788 -5.5312
N -6.7030 2.4454 -1.1935
H -3.7004 1.7308 -2.4201
H -4.6305 0.3859 -2.5100
H -4.6960 1.0398 -0.9593
H -5.5409 3.0399 -2.6405
H -7.3394 2.2866 -3.9221
H -7.3577 0.6476 -3.1867
H -4.3092 1.8524 -5.2787
H -5.8471 2.9418 -5.3723
H -5.5191 1.6990 -6.5730
H -7.3399 3.1899 -1.4389
H -6.2186 2.9402 -0.4582
C -6.9817 13.2098 -0.4662
C -6.0427 12.9756 -1.6395
C -6.2813 13.7427 -2.9525
O -6.1580 15.1396 -2.7496
C -6.6525 15.8727 -3.8948
N -4.6489 13.3406 -1.1569
H -8.0457 13.0970 -0.6740
H -6.9269 14.1765 0.0345
H -6.5908 12.4807 0.2435
H -6.1786 11.9420 -1.9578
H -7.2454 13.3849 -3.3139
H -5.5875 13.5567 -3.7723
H -6.4758 16.9322 -3.7096
H -7.7239 15.6748 -3.8641
H -6.2676 15.7202 -4.9032
H -4.5651 12.9943 -0.2118
H -4.0512 12.6493 -1.5869
C -12.7122 9.1610 0.2175
C -11.4934 10.0030 0.6264
C -11.5948 10.9260 1.8558
O -10.2951 11.4869 2.2385
C -10.0169 12.7009 1.4597
N -10.3478 9.0889 0.6800
H -12.8339 8.3100 0.8875
H -12.4614 8.7870 -0.7752
H -13.5300 9.8817 0.2184
H -11.1958 10.5641 -0.2595
H -11.9379 10.3153 2.6909
H -12.3504 11.6282 1.5033
H -10.5968 13.6198 1.5459
H -9.9954 12.5020 0.3882
H -8.9787 12.9641 1.6620
H -9.5242 9.6221 0.9198
H -10.2532 8.7676 -0.2728
C -3.6167 7.9642 3.0593
C -3.6246 9.3260 2.2275
C -4.3246 9.0893 0.8273
O -5.7069 8.9413 1.0833
C -6.5803 8.7939 -0.0792
N -4.1788 10.3750 3.0519
H -3.3250 7.0843 2.4858
H -4.5262 7.7152 3.6060
H -2.8759 7.9407 3.8586
H -2.6092 9.6696 2.0298
H -3.9459 8.2532 0.2394
H -4.1887 9.9255 0.1414
H -6.1964 8.1128 -0.8387
H -6.6978 9.7615 -0.5671
H -7.6094 8.4988 0.1254
H -3.9293 10.1483 4.0040
H -5.1404 10.1572 3.2713
O -9.3651 13.9237 -4.3668
H -9.5521 13.1032 -3.9107
H -9.5985 13.7499 -5.2787
O -11.8440 2.7047 -3.5810
H -11.3233 3.3122 -3.0556
H -12.0635 3.1981 -4.3713


[2]
44
Properties=species:S:1:pos:R:3 method="wB97M-V/def2-TZVPD" molar_mass_g_mol=415.56 charge=0 de_lowest_kcal_mol=4.3 lumo_ev=0.540 energy_ev=-61049.76923 spin_multiplicity=1
C 0.7730 -1.9689 -1.9379
C 1.8788 -1.3408 -2.2878
C 2.4834 -0.1655 -1.5759
N 1.8192 0.1440 -0.3262
C 2.0177 -0.6270 0.7676
N 1.4397 -0.4467 1.9094
C 0.5307 0.5374 1.9658
C 0.1982 1.3802 0.9123
C -0.8044 2.3325 1.2872
C -1.1675 2.1810 2.5947
S -0.3419 0.9032 3.4094
H -1.8961 2.7539 3.1320
C -1.3898 3.3360 0.4274
C -1.9070 4.5700 0.7348
C -2.3415 5.1275 -0.4865
C -2.0716 4.1966 -1.4510
O -1.5031 3.1136 -0.8979
C -2.2977 4.1986 -2.9197
H -1.4055 3.8345 -3.4251
H -3.1261 3.5400 -3.1820
H -2.5266 5.2045 -3.2588
H -2.7893 6.0896 -0.6313
H -1.9455 5.0244 1.7037
C 0.9194 1.2442 -0.3303
O 0.8538 1.9505 -1.3117
S 3.1830 -1.9360 0.6484
C 2.5212 -3.0257 1.9684
C 1.3490 -3.7607 1.4352
C 1.3496 -5.0343 0.9524
S -0.2070 -5.4630 0.3630
C -0.7608 -3.8515 0.8075
N 0.1501 -3.1236 1.3347
C -2.1556 -3.4230 0.5636
H -2.8545 -4.1182 1.0258
H -2.3026 -2.4300 0.9805
H -2.3625 -3.3981 -0.5061
H 2.1607 -5.7323 0.9133
H 3.3330 -3.6957 2.2404
H 2.2393 -2.3679 2.7881
H 3.5474 -0.3456 -1.3898
H 2.3834 0.7267 -2.2058
H 2.4343 -1.6447 -3.1640
H 0.3955 -2.8008 -2.5069
H 0.1963 -1.6887 -1.0711


[3]
12
Properties=species:S:1:pos:R:3 method="wB97M-V/def2-TZVPD" molar_mass_g_mol=82.11 charge=0 de_lowest_kcal_mol=186.0 lumo_ev=-0.568 energy_ev=-7217.52703 spin_multiplicity=1
C -0.4198 -1.7645 -1.0046
C -0.1982 -0.4422 -0.2921
C -0.3747 1.4598 0.5159
C 0.8640 1.0221 0.8588
H -1.8880 -1.5832 -1.6874
H -0.3212 -3.1582 0.0905
H 0.8864 -1.7475 -2.2028
H -0.9400 2.3966 0.7903
H 1.6797 1.4076 1.5753
H 1.8165 -0.8264 0.3017
N -1.0674 0.5122 -0.1683
N 1.0015 -0.2465 0.2632


[4]
67
Properties=species:S:1:pos:R:3 method="wB97M-V/def2-TZVPD" molar_mass_g_mol=518.03 charge=-3 lumo_ev=5.324 energy_ev=-56041.29445 spin_multiplicity=1
N 0.2218 -1.5432 0.3215
H 0.7023 -0.6961 0.0218
H -0.2241 -1.3116 1.2548
H 0.8183 -2.3462 0.5980
H -0.5587 -1.7151 -0.3416
C 2.8588 -4.4075 1.1053
C 1.7232 -4.4086 2.1163
C 2.2439 -3.5966 3.3667
O 0.5121 -4.0131 1.6805
H 2.9931 -3.3918 0.7133
H 2.5659 -5.0483 0.2710
H 3.8077 -4.7276 1.5564
H 1.6771 -5.4528 2.5305
H 2.5506 -2.6298 2.9366
H 3.1434 -4.0416 3.8145
H 1.4573 -3.3483 4.0788
C 0.6017 0.0459 3.7554
C -0.8659 -0.2342 3.6369
C -1.6577 1.0307 3.1602
O -1.1733 -1.3563 2.9368
H 1.0978 0.1848 2.7848
H 1.1432 -0.7291 4.3027
H 0.8445 0.9510 4.3435
H -1.2010 -0.3391 4.7061
H -1.5011 1.1379 2.0877
H -1.3332 1.9009 3.7538
H -2.7120 0.9256 3.4213
B -3.0324 -2.4749 -0.9172
F -4.4358 -2.2941 -0.8380
F -2.7182 -3.1277 -2.1286
F -2.3456 -1.2228 -0.9023
F -2.6114 -3.2595 0.1309
B 0.9518 -2.8011 -2.9769
F -0.0219 -1.7745 -3.0326
F 2.2523 -2.2215 -2.9616
F 0.7397 -3.5077 -1.8045
F 0.8019 -3.5641 -4.1447
C 5.1448 2.5002 1.0507
C 3.8720 1.6910 0.8488
O 3.2179 2.2709 -0.2935
C 2.1572 1.6239 -0.7777
O 1.4977 0.7885 -0.2284
O 1.7798 2.2305 -1.9050
C 0.8629 1.5224 -2.7444
H 5.6668 2.7993 0.1427
H 5.7890 1.9378 1.7254
H 4.8618 3.4642 1.4823
H 3.1565 1.7997 1.6645
H 4.0733 0.6371 0.6579
H -0.0983 2.0314 -2.8035
H 0.6583 0.4852 -2.4685
H 1.3208 1.4676 -3.7326
C -3.8468 4.6935 -4.8587
C -4.4636 3.9528 -3.6939
O -3.4387 3.1825 -3.0765
C -3.6543 2.6887 -1.8487
O -4.6283 2.9213 -1.1696
O -2.6311 1.9320 -1.5346
C -2.3874 1.6944 -0.1513
H -2.9547 5.2370 -4.5565
H -4.5399 5.3610 -5.3691
H -3.5914 3.8913 -5.5555
H -5.2621 3.2489 -3.9398
H -4.8866 4.6210 -2.9375
H -3.1675 1.0769 0.2966
H -2.3632 2.5256 0.5595
H -1.4608 1.1315 -0.1208


[5]
12
Properties=species:S:1:pos:R:3 method="wB97M-V/def2-TZVPD" molar_mass_g_mol=82.11 charge=0 de_lowest_kcal_mol=37.7 lumo_ev=0.882 energy_ev=-7223.95414 spin_multiplicity=1
C 1.4463 -0.2194 0.0946
C -0.0127 0.1888 -0.0015
C -1.0095 -0.8605 -0.3372
N -0.9961 -0.2821 0.9971
C -0.2441 1.5837 -0.3421
N -0.4312 2.7245 -0.4113
H 1.8187 -0.4475 -0.9112
H 1.5343 -1.1213 0.7058
H 2.0777 0.5638 0.5210
H -1.8213 -0.6701 -1.0317
H -0.6249 -1.8772 -0.3399
H -1.7372 0.4174 1.0563


[6]
10
Properties=species:S:1:pos:R:3 method="wB97M-V/def2-TZVPD" molar_mass_g_mol=101.06 charge=0 de_lowest_kcal_mol=62.1 lumo_ev=0.480 energy_ev=-10685.76364 spin_multiplicity=1
C 0.0047 -0.4025 0.0007
C -0.5356 0.7913 -0.0094
H 1.6047 -1.2630 0.8579
H 1.8174 -1.0464 -0.8383
H 0.8704 1.9366 -0.0730
N 1.3632 -0.6814 0.0331
N -1.0394 -1.3182 -0.0204
N -2.1468 -0.6978 0.0062
O -1.8689 0.6705 0.0252
O -0.0696 2.0109 0.0181


[7]
97
Properties=species:S:1:pos:R:3 method="wB97M-V/def2-TZVPD" molar_mass_g_mol=842.18 charge=+3 de_lowest_kcal_mol=0.0 lumo_ev="-11.421 / -11.437" energy_ev=-132568.89005 spin_multiplicity=1
C 1.7736 1.1040 2.2669
C 0.2955 2.8582 1.5475
C 2.4778 1.9560 3.1116
C 0.9836 3.7445 2.4532
C 2.0489 3.3065 3.2074
H 3.3254 1.5803 3.6906
H 0.6434 4.7830 2.5089
H 2.5679 3.9992 3.8796
N 0.7077 1.5132 1.5185
P 0.6517 -1.4249 1.9345
P -1.2452 2.2287 -0.6133
C 2.1735 -0.3499 2.1371
H 2.7472 -0.4766 1.2028
H 2.8240 -0.6566 2.9736
C -0.7299 3.3021 0.7029
H -0.9634 4.3723 0.7024
C -0.2295 2.7890 -2.1683
C -3.0898 2.6111 -0.9802
C 1.2941 -3.1427 1.2878
C 0.0083 -1.5925 3.7328
C -0.3147 1.7191 -3.2741
H -1.3027 1.7093 -3.7578
H 0.4341 1.9355 -4.0599
H -0.1300 0.7093 -2.8763
C -0.6342 4.1588 -2.7429
H -1.6224 4.1411 -3.2301
H -0.6356 4.9384 -1.9616
H 0.1058 4.4586 -3.5106
C 1.2217 2.9330 -1.6566
H 1.9004 3.0722 -2.5207
H 1.3150 3.8121 -0.9994
H 1.5548 2.0578 -1.0798
C -3.5011 2.0519 -2.3556
H -3.2332 0.9853 -2.4507
H -4.5991 2.1342 -2.4619
H -3.0481 2.6078 -3.1921
C -3.9564 1.9223 0.0867
H -3.8877 0.8258 0.0196
H -3.6720 2.2370 1.1024
H -5.0124 2.2085 -0.0797
C -3.3781 4.1246 -0.8885
H -2.8133 4.7227 -1.6168
H -4.4553 4.2916 -1.0795
H -3.1557 4.5016 0.1236
C -1.3159 -2.3834 3.6959
H -1.7247 -2.4526 4.7212
H -2.0686 -1.8894 3.0654
H -1.1716 -3.4118 3.3237
C -0.2327 -0.1604 4.2703
H 0.7185 0.3263 4.5389
H -0.7540 0.4933 3.5602
H -0.8507 -0.2352 5.1839
C 0.9997 -2.2576 4.7147
H 0.6734 -2.0202 5.7440
H 1.0289 -3.3511 4.6266
H 2.0254 -1.8647 4.6014
C 2.6975 -2.9721 0.6757
H 3.4552 -2.7284 1.4394
H 2.9964 -3.9242 0.1977
H 2.7131 -2.1880 -0.0936
C 0.3068 -3.5801 0.1864
H 0.2875 -2.8588 -0.6449
H 0.6125 -4.5681 -0.2072
H -0.7230 -3.6645 0.5719
C 1.3981 -4.2726 2.3297
H 2.1738 -4.0721 3.0842
H 0.4441 -4.4718 2.8413
H 1.6853 -5.1991 1.7974
Hf -0.5610 0.0780 0.3958
C -2.0238 0.2278 1.6368
O -2.9103 0.2423 2.4073
N 1.0552 -0.2567 -0.9349
C 1.9104 -0.4546 -1.7121
C 2.9975 -0.7030 -2.6787
C 3.6711 0.6410 -3.0546
C 4.0357 -1.6412 -2.0094
C 2.3987 -1.3596 -3.9497
H 2.9518 1.3227 -3.5347
H 4.0854 1.1384 -2.1642
H 4.4925 0.4375 -3.7632
H 3.5854 -2.6113 -1.7435
H 4.8633 -1.8225 -2.7162
H 4.4467 -1.1811 -1.0958
H 3.2097 -1.5330 -4.6778
H 1.9233 -2.3251 -3.7167
H 1.6461 -0.7003 -4.4126
Br -2.9992 -2.2885 -4.6696
C -2.8929 -2.2925 -2.7631
C -3.6961 -3.1492 -2.0177
C -3.6110 -3.1268 -0.6315
C -2.7264 -2.2406 -0.0141
N -1.9329 -1.3978 -0.7428
C -2.0147 -1.4257 -2.1041
H -4.3845 -3.8254 -2.5084
H -4.2295 -3.7851 -0.0351
H -2.6855 -2.2368 1.0545
H -1.4249 -0.7877 -2.7015


[8]
61
Properties=species:S:1:pos:R:3 method="wB97M-V/def2-TZVPD" molar_mass_g_mol=783.26 charge=0 lumo_ev=-1.570 energy_ev=-68856.21844 spin_multiplicity=1
C 5.8733 -0.2769 0.3634
C 4.6731 0.6358 0.0994
I 5.3884 2.6725 0.1078
C 3.5623 0.3190 1.1081
I 3.9971 1.1726 3.0459
C 2.1577 0.6972 0.7181
C 1.9114 1.8054 -0.0925
C 0.6284 2.1852 -0.4476
C -0.4627 1.4629 0.0096
O -1.7407 1.8246 -0.3547
C -1.9938 3.1853 -0.1610
O -1.9811 3.9242 -1.0941
C -2.2766 3.5828 1.2296
C -3.0324 2.7747 2.0743
C -3.2915 3.1915 3.3702
C -2.7895 4.4045 3.8220
C -2.0303 5.2054 2.9790
C -1.7767 4.8006 1.6803
C -0.2578 0.3167 0.7627
C 1.0470 -0.0630 1.1053
C 1.1992 -1.3429 1.8481
O 2.0621 -1.5686 2.6557
C 0.1860 -2.3937 1.5012
N 0.6803 -3.7430 1.6046
C 1.5274 -4.1173 0.5069
O 2.4469 -4.8475 0.5810
F 1.1659 -3.5078 -0.6351
C -0.3622 -4.6939 1.8257
O -0.7627 -5.0581 2.8638
F -0.8544 -5.1522 0.6515
C -1.0432 -2.0264 1.1631
C -1.3805 -0.5808 1.1565
O -2.4850 -0.2110 1.4603
H 5.7348 -1.2291 -0.1450
H 6.7870 0.1609 -0.0260
H 6.0198 -0.4246 1.4297
H 4.3112 0.4360 -0.9050
H 3.6152 -0.7491 1.2888
H 2.7268 2.4014 -0.4611
H 0.4579 3.0406 -1.0841
H -3.4043 1.8245 1.7278
H -3.8826 2.5547 4.0102
H -2.9910 4.7165 4.8360
H -1.6423 6.1396 3.3554
H -1.1950 5.4293 1.0232
H -1.8315 -2.7192 0.9031
C -1.8432 -4.0597 -4.0148
C -0.6577 -3.2739 -3.4997
O -0.6516 -1.9278 -4.0013
C -1.4668 -1.0819 -3.3726
O -2.1579 -1.3443 -2.4187
O -1.3833 0.0997 -3.9740
C -2.2781 1.0969 -3.4563
H -1.8751 -4.0271 -5.1041
H -1.7683 -5.1002 -3.6983
H -2.7771 -3.6490 -3.6332
H 0.2766 -3.7047 -3.8545
H -0.6335 -3.2558 -2.4118
H -2.1963 1.1557 -2.3786
H -3.3042 0.8724 -3.7442
H -1.9752 2.0405 -3.8998